Entry from OMol25: 10 unconnected molecules or ions with the total composition C43H71BN3O29 at a distorted geometry (the ωB97M-V functional and the def2-TZVPD basis).

XYZ file:
```
147
Properties=species:S:1:pos:R:3:lowdin_charge:R:1
N -4.07 -7.22 -0.10 0.112
C -4.30 -6.33 0.79 -0.553
N -5.32 -6.53 1.77 0.086
N -3.50 -5.18 0.83 0.048
C -4.11 -3.94 1.33 -0.224
C -4.31 -2.90 0.24 -0.184
C -5.51 -3.21 -0.66 -0.193
C -5.32 -2.73 -2.10 -0.168
C -4.24 -3.44 -2.90 -0.388
C -4.19 -2.74 -4.30 -0.211
O -3.50 -1.53 -4.05 -0.118
B -2.56 -1.84 -2.93 -0.571
O -2.93 -3.26 -2.49 -0.117
H -4.71 -7.99 0.07 0.027
H -5.19 -5.95 2.58 0.055
H -6.23 -6.36 1.36 0.078
H -2.61 -5.36 1.27 0.095
H -3.40 -3.51 2.05 0.104
H -5.04 -4.11 1.88 0.097
H -4.49 -1.95 0.76 0.109
H -3.39 -2.79 -0.33 0.096
H -5.78 -4.27 -0.64 0.098
H -6.37 -2.67 -0.25 0.097
H -5.17 -1.65 -2.10 0.114
H -6.26 -2.90 -2.63 0.108
H -4.52 -4.48 -3.12 0.141
H -3.48 -3.36 -4.87 0.110
H -5.16 -2.61 -4.78 0.107
H -1.38 -1.89 -3.17 0.051
H -2.84 -1.14 -1.93 0.067
C 0.78 -7.26 5.59 -0.014
C -0.46 -7.09 4.73 -0.310
C -0.33 -6.06 3.63 -0.081
O -1.69 -5.62 3.47 0.048
C -2.31 -5.79 4.66 -0.566
O -3.37 -5.33 4.95 0.152
O -1.56 -6.56 5.49 0.084
H 1.68 -6.96 5.05 0.085
H 0.70 -6.66 6.50 0.090
H 0.90 -8.29 5.89 0.078
H -0.77 -8.05 4.32 0.157
H 0.06 -6.47 2.71 0.144
H 0.27 -5.19 3.93 0.119
C -0.20 2.14 -2.74 0.007
C -0.41 2.43 -1.26 -0.294
C 0.86 2.52 -0.45 -0.092
O 0.41 2.13 0.86 0.047
C -0.66 1.31 0.69 -0.566
O -1.13 0.65 1.56 0.145
O -1.09 1.35 -0.58 0.102
H 0.78 2.48 -3.08 0.086
H -0.31 1.07 -2.95 0.085
H -0.95 2.66 -3.34 0.082
H -1.01 3.33 -1.14 0.143
H 1.28 3.52 -0.42 0.089
H 1.62 1.81 -0.78 0.145
C -1.98 -1.88 6.29 -0.002
C -0.63 -1.55 5.68 -0.306
C -0.65 -0.49 4.61 -0.086
O 0.47 -0.85 3.80 0.049
C 0.64 -2.18 3.92 -0.570
O 1.32 -2.84 3.20 0.142
O -0.09 -2.68 4.95 0.075
H -2.66 -1.04 6.20 0.089
H -2.42 -2.75 5.80 0.084
H -1.88 -2.12 7.35 0.081
H 0.09 -1.30 6.47 0.151
H -0.53 0.52 5.00 0.141
H -1.55 -0.52 3.99 0.138
C 4.60 5.06 2.05 0.005
C 4.23 5.44 0.63 -0.296
C 4.10 6.92 0.33 -0.074
O 3.12 6.92 -0.72 0.044
C 2.34 5.83 -0.55 -0.562
O 1.29 5.63 -1.08 0.159
O 2.90 4.98 0.34 0.073
H 5.16 5.85 2.56 0.093
H 3.70 4.84 2.62 0.098
H 5.21 4.16 2.04 0.047
H 4.91 4.96 -0.08 0.164
H 5.03 7.37 0.00 0.140
H 3.70 7.48 1.18 0.141
C 1.82 9.29 -2.14 -0.013
C 1.68 9.90 -3.52 -0.309
C 1.67 8.90 -4.64 -0.087
O 2.20 9.66 -5.74 0.063
C 3.00 10.62 -5.22 -0.573
O 3.76 11.28 -5.84 0.153
O 2.82 10.71 -3.88 0.078
H 1.45 8.27 -2.12 0.071
H 2.84 9.30 -1.79 0.082
H 1.23 9.86 -1.42 0.086
H 0.80 10.54 -3.56 0.157
H 0.68 8.53 -4.87 0.138
H 2.34 8.05 -4.46 0.142
C -3.72 6.09 0.60 -0.013
C -3.88 6.71 -0.77 -0.315
C -3.89 5.72 -1.91 -0.085
O -3.37 6.50 -3.00 0.070
C -2.57 7.45 -2.47 -0.567
O -1.82 8.12 -3.09 0.152
O -2.75 7.53 -1.13 0.079
H -4.07 5.06 0.62 0.088
H -2.68 6.12 0.91 0.091
H -4.30 6.64 1.35 0.078
H -4.77 7.34 -0.81 0.154
H -4.88 5.34 -2.16 0.142
H -3.21 4.87 -1.74 0.134
C 2.01 -3.52 -0.17 0.002
C 2.90 -4.73 -0.31 -0.308
C 4.26 -4.62 0.34 -0.097
O 5.07 -5.47 -0.48 0.056
C 4.52 -5.47 -1.72 -0.569
O 5.06 -5.89 -2.69 0.157
O 3.29 -4.92 -1.69 0.072
H 2.25 -2.94 0.73 0.063
H 2.07 -2.88 -1.04 0.097
H 0.96 -3.82 -0.07 0.092
H 2.38 -5.63 0.02 0.155
H 4.26 -4.96 1.38 0.135
H 4.66 -3.60 0.30 0.137
C 3.62 0.20 4.97 -0.006
C 3.80 1.08 3.75 -0.298
C 3.82 0.34 2.43 -0.078
O 4.65 1.19 1.63 0.071
C 5.49 1.85 2.45 -0.589
O 6.43 2.48 2.08 0.135
O 5.11 1.71 3.74 0.084
H 3.09 -0.72 4.72 0.073
H 4.58 -0.05 5.42 0.092
H 3.02 0.71 5.73 0.082
H 3.06 1.88 3.73 0.157
H 2.83 0.23 1.99 0.140
H 4.30 -0.64 2.51 0.142
C 2.26 -4.77 -5.05 -0.014
C 1.16 -3.85 -5.54 -0.318
C 1.60 -2.87 -6.61 -0.119
O 0.72 -1.77 -6.40 0.049
C 0.34 -1.79 -5.07 -0.541
O -0.23 -0.92 -4.52 0.146
O 0.72 -2.96 -4.51 0.083
H 3.04 -4.92 -5.80 0.084
H 2.70 -4.38 -4.14 0.073
H 1.85 -5.76 -4.81 0.084
H 0.29 -4.42 -5.88 0.158
H 1.50 -3.25 -7.62 0.132
H 2.63 -2.52 -6.45 0.134
```

Net charge: -1
E_tot, Eh: -4052.36827